The following is a quantum chemistry calculation of a cluster of 2 separate species, C4H14N2O in total, from the Open Molecules 2025 dataset.

```
! wB97M-V def2-TZVPD RIJCOSX def2/J DEFGRID3
* xyz 0 1
C 0.9524 -0.6994 2.2138
C 1.7179 -0.3141 0.9665
C 0.9883 0.5525 -0.0293
N -0.0380 -0.2017 -0.7440
C -0.5265 0.4893 -1.9264
N -1.5461 -0.3431 -2.5466
H 0.5957 0.1372 2.8134
H 0.0873 -1.3348 2.0190
H 1.5912 -1.3072 2.8617
H 2.0348 -1.2329 0.4594
H 2.6747 0.1436 1.2209
H 0.5114 1.3867 0.4962
H 1.7329 0.9809 -0.7129
H 0.2989 -1.1188 -1.0227
H 0.2864 0.6846 -2.6460
H -0.8917 1.4588 -1.5926
H -2.1708 0.1974 -3.1321
H -2.1013 -0.7402 -1.7952
H -2.8236 0.6360 1.1395
H -1.4634 0.1658 0.5713
O -1.9105 0.4595 1.3861
*
```

Its HOMO energy is -9.3820 eV. The calculation puts the strongest force on any atom at 0.83 eV Å⁻¹. As for the structure (SMILES): CCCNCN.O. The LUMO energy comes out at 0.94 eV.

Atomic partial charges in e from the Mulliken method, atoms 1 to 8:
1 C -1.149
2 C -0.501
3 C -0.584
4 N -0.391
5 C -0.443
6 N -0.629
7 H 0.293
8 H 0.287

The following is a quantum chemistry calculation of the ion C7H14N3O4 with charge +1 at a distorted geometry, from the Open Molecules 2025 dataset.

```
! wB97M-V def2-TZVPD RIJCOSX def2/J DEFGRID3
* xyz 1 1
C 1.2766 1.2890 -1.1340
C -0.2680 -1.3122 -1.0355
C 0.2726 3.0390 -0.2742
C 0.1630 1.9493 0.8159
C -1.3189 1.8464 1.1963
C -0.5158 -3.3405 -2.0274
C 0.9855 -1.5408 2.2297
N 0.5532 0.8319 -0.1168
N 0.2878 -0.6862 0.0882
N 1.9562 0.5988 -1.9887
O -0.8574 -0.7127 -1.8809
O 1.2589 2.5700 -1.1985
O -0.0897 -2.6205 -0.8818
O 1.1840 -1.2963 0.8506
H -0.7258 3.3221 -0.8467
H 0.6624 4.0462 0.2785
H 0.7613 2.0907 1.6868
H -1.9077 2.8348 1.1219
H -1.3779 1.4402 2.2227
H -1.6797 1.0746 0.4928
H -0.3916 -4.4535 -1.9021
H -0.0095 -3.0846 -2.9810
H -1.5931 -3.3331 -2.2720
H 1.7771 -2.2071 2.5517
H -0.0730 -1.9035 2.2468
H 1.1060 -0.5105 2.7446
H 1.9826 -0.3950 -1.9881
H 2.3361 1.0150 -2.7657
*
```

Its HOMO energy is -13.8030 eV. The calculation puts the strongest force on any atom at 4.48 eV Å⁻¹. As for the structure (SMILES): COC(=O)N(OC)N1C(=[NH2+])OC[C@H]1C. The LUMO energy comes out at -2.49 eV.

Atomic partial charges in e from the Mulliken method, atoms 1 to 8:
1 C 0.735
2 C 0.269
3 C -0.629
4 C 0.248
5 C -1.263
6 C -0.697
7 C -0.462
8 N 0.104

The following is a quantum chemistry calculation of the molecule C2H3NS2 at a distorted geometry, from the Open Molecules 2025 dataset.

```
! wB97M-V def2-TZVPD RIJCOSX def2/J DEFGRID3
* xyz 0 3
C -0.3405 -0.2888 -1.0688
C -0.4054 -0.1094 0.4351
N 0.4594 -0.9085 -1.6954
S 0.5551 1.2233 1.2642
S 2.3162 0.6317 0.8510
H -1.1384 0.4095 -1.4215
H -1.3422 0.1362 0.7851
H -0.1042 -1.0939 0.8503
*
```

Its HOMO energy (alpha / beta) is -8.7342 / -9.2592 eV. The calculation puts the strongest force on any atom at 5.49 eV Å⁻¹. The LUMO energy (alpha / beta) comes out at 0.55 / -1.82 eV.

The Mulliken scheme yields these atomic charges, measured in e:
1 C 0.231
2 C -0.693
3 N -0.423
4 S 0.079
5 S -0.153
6 H 0.271
7 H 0.355
8 H 0.333

The following is a quantum chemistry calculation of a structure of composition C23H42CoN5OSSb, from the Open Molecules 2025 dataset.

```
! wB97M-V def2-TZVPD RIJCOSX def2/J DEFGRID3
* xyz 2 2
Co 0.6065 -0.4311 1.0776
C -0.1585 -5.1263 -0.8633
N 1.0116 -4.2477 -1.0057
C 2.0138 -4.3958 -1.9547
C 2.8944 -3.4086 -1.7594
N 2.4237 -2.6526 -0.6769
C 1.2529 -3.1870 -0.2276
S 0.2140 -2.6960 1.0365
C 3.1809 -1.5807 -0.1193
C 4.5628 -1.6343 -0.1906
C 5.2939 -0.5517 0.2609
C 4.6283 0.5471 0.7844
C 3.2566 0.4963 0.8531
N 2.5303 -0.5503 0.4092
H -0.0862 -5.9002 -1.6205
H -1.0675 -4.5475 -1.0098
H -0.1671 -5.5782 0.1247
H 1.9938 -5.1798 -2.6925
H 3.7824 -3.1459 -2.3052
H 5.0570 -2.5158 -0.5723
H 6.3755 -0.5716 0.2102
H 5.1582 1.4166 1.1475
H 2.6883 1.3155 1.2772
C -0.3897 -0.7789 6.1201
N 0.0633 -0.6041 4.7435
C -0.3447 0.3570 3.9177
N -1.2563 1.2379 4.3409
O 0.1262 0.4500 2.7407
H 0.0232 -1.7103 6.4941
H -1.4758 -0.8632 6.1654
H -0.0505 0.0329 6.7631
H 0.7866 -1.2028 4.3827
H -1.6277 1.2311 5.2746
H -1.5549 1.9555 3.7041
C -1.2242 3.3412 1.1116
C -0.7062 3.1128 -0.3095
C -1.5387 3.8986 -1.3242
C 0.7519 3.5657 -0.3812
Sb -0.7678 0.9693 -0.6315
C -0.1184 0.4793 -2.6515
C 1.3000 1.0224 -2.8237
C -1.0478 1.0663 -3.7174
C -0.0720 -1.0448 -2.7756
C -2.8165 0.2850 -0.3136
C -3.8493 1.3185 -0.7587
C -2.9574 0.0157 1.1855
C -3.0332 -1.0176 -1.0791
H -1.2559 4.4188 1.3087
H -0.5511 2.8888 1.8439
H -2.2348 2.9570 1.2632
H -1.3556 4.9677 -1.1633
H -2.6073 3.7350 -1.2114
H -1.2647 3.6809 -2.3551
H 0.8100 4.6046 -0.0374
H 1.1454 3.5464 -1.3951
H 1.4088 2.9733 0.2618
H 1.3490 2.1079 -2.7776
H 1.6683 0.7278 -3.8141
H 1.9920 0.6144 -2.0822
H -0.9483 2.1484 -3.7966
H -2.0999 0.8300 -3.5425
H -0.7820 0.6496 -4.6963
H 0.4586 -1.5109 -1.9424
H 0.4667 -1.2986 -3.6971
H -1.0589 -1.4940 -2.8417
H -3.8083 2.2338 -0.1697
H -4.8486 0.8903 -0.6165
H -3.7576 1.5810 -1.8143
H -2.8332 0.9206 1.7831
H -2.2501 -0.7368 1.5436
H -3.9652 -0.3684 1.3820
H -3.0133 -0.8689 -2.1583
H -4.0270 -1.4053 -0.8251
H -2.3026 -1.7853 -0.8111
*
```

Its HOMO energy (alpha / beta) is -13.8226 / -14.1223 eV. The calculation puts the strongest force on any atom at 0.62 eV Å⁻¹. The LUMO energy (alpha / beta) comes out at -7.08 / -5.38 eV.

Atomic partial charges in e from the Mulliken method, atoms 1 to 8:
1 Co -0.054
2 C -0.816
3 N 0.159
4 C -0.567
5 C -0.488
6 N 0.603
7 C -0.139
8 S -0.368

The following is a quantum chemistry calculation of a cluster of 6 separate species, C33H36BrF5NO20P in total at a distorted geometry, from the Open Molecules 2025 dataset.

```
! wB97M-V def2-TZVPD RIJCOSX def2/J DEFGRID3
* xyz 0 1
C 6.4086 -0.9391 2.6312
C 6.5266 -0.5764 1.1534
C 6.8865 0.8996 0.9120
C 5.9679 1.6327 -0.0806
C 5.1049 2.7315 0.5591
C 3.6234 2.3701 0.6362
C 3.0124 2.1740 -0.7621
C 1.5747 2.6833 -0.8608
C 0.4893 1.7291 -0.4450
C -0.3495 2.1490 0.6125
C -1.4340 1.3900 1.0676
P -2.5443 2.0378 2.3362
O -1.4090 2.7613 3.2379
Br -2.9844 0.1531 3.5292
C -1.7027 0.1466 0.4757
C -0.8764 -0.3080 -0.5704
C 0.2042 0.4728 -1.0405
C 0.9608 -0.0353 -2.2003
O 1.6097 0.6416 -2.9368
C 0.8410 -1.4855 -2.4839
O 1.7932 -2.0014 -3.2918
N 1.1928 -2.5061 -4.5518
O 1.7711 -3.4161 -4.9375
C -0.1658 -2.2261 -2.0194
C -1.1845 -1.6232 -1.1741
O -2.2268 -2.1895 -0.9651
H 7.3565 -1.2801 3.0326
H 5.6876 -1.7279 2.7985
H 6.1040 -0.0801 3.2199
H 7.3117 -1.1932 0.7298
H 5.6029 -0.8151 0.6387
H 6.9142 1.4312 1.8562
H 7.8948 0.9356 0.5141
H 6.6063 2.1050 -0.8201
H 5.3709 0.9045 -0.6166
H 5.4777 2.9315 1.5576
H 5.1889 3.6347 -0.0382
H 3.5791 1.4154 1.1570
H 3.0881 3.1295 1.1960
H 3.1199 1.1424 -1.0564
H 3.6074 2.7458 -1.4689
H 1.3658 2.9926 -1.8784
H 1.4919 3.5522 -0.2214
H -0.1577 3.1011 1.0773
H -1.8693 3.3683 3.8287
H -2.5401 -0.4509 0.7876
H -0.2590 -3.2669 -2.2722
C -5.1105 -0.6185 -1.1399
C -5.2709 -0.5163 -2.6380
O -5.6285 0.8421 -2.8177
C -5.0922 1.5543 -1.7806
O -4.9855 2.7326 -1.7596
O -4.6871 0.7130 -0.8050
F -6.2743 -1.3003 -3.1154
H -6.0623 -0.8292 -0.6503
H -4.3685 -1.3492 -0.8343
H -4.3635 -0.7265 -3.2063
C -0.6065 -2.9717 4.4024
C -1.8061 -3.4638 5.1879
O -1.5755 -4.8628 5.2461
C -0.2391 -5.0687 5.1762
O 0.3154 -6.0809 5.4451
O 0.3920 -3.9438 4.7635
F -2.9716 -3.2346 4.5455
H -0.7881 -3.0192 3.3287
H -0.2886 -1.9686 4.6707
H -1.8776 -3.0735 6.2040
C 4.0890 -5.4709 6.0974
C 3.3911 -4.3123 5.4212
O 4.2934 -3.9872 4.3749
C 4.9696 -5.1255 4.0441
O 5.6073 -5.2727 3.0585
O 4.7960 -6.0644 5.0031
F 3.2556 -3.2408 6.2469
H 4.8014 -5.1211 6.8461
H 3.4032 -6.1832 6.5466
H 2.4236 -4.5572 4.9997
C -1.5799 6.4687 -2.4454
C -1.0926 5.0662 -2.7398
O -0.8481 4.5563 -1.4394
C -1.6850 5.2061 -0.5765
O -1.9133 4.8554 0.5319
O -2.2070 6.2996 -1.1687
F 0.0623 5.0589 -3.4470
H -0.7433 7.1622 -2.3536
H -2.2900 6.8460 -3.1750
H -1.8203 4.4279 -3.2429
C -7.8120 -0.6693 -5.7912
C -7.1202 0.3735 -6.6408
O -7.9823 0.4742 -7.7573
C -9.2423 0.1421 -7.3452
O -10.2311 0.3569 -7.9556
O -9.1873 -0.4580 -6.1317
F -5.8915 -0.0298 -7.0541
H -7.5133 -1.6773 -6.0824
H -7.6497 -0.5329 -4.7303
H -7.0261 1.3528 -6.1692
*
```

Its HOMO energy is -9.3420 eV. The calculation puts the strongest force on any atom at 1.50 eV Å⁻¹. As for the structure (SMILES): CCCCCCCCc1cc(P(O)Br)cc2c1C(=O)C(ON=O)=CC2=O.O=C1OC[C@@H](F)O1.O=C1OC[C@@H](F)O1.O=C1OC[C@@H](F)O1.O=C1OC[C@@H](F)O1.O=C1OC[C@@H](F)O1. The LUMO energy comes out at -1.71 eV.

Atomic partial charges in e from the Mulliken method, atoms 1 to 8:
1 C -1.184
2 C -0.381
3 C -0.913
4 C -0.608
5 C -1.100
6 C -0.610
7 C -0.793
8 C -1.610

The following is a quantum chemistry calculation of a structure of composition C33H32ClHfNO11P2S2 at a distorted geometry, from the Open Molecules 2025 dataset.

```
! wB97M-V def2-TZVPD RIJCOSX def2/J DEFGRID3
* xyz 0 1
Hf -0.5481 0.1645 0.5321
C 3.3151 -2.0182 -5.2476
C 2.5749 -2.7636 -4.1278
C 2.9284 -4.2564 -4.1922
C 1.0678 -2.6186 -4.3536
C 3.0106 -2.1873 -2.7748
C 4.3424 -2.3495 -2.3452
C 4.7726 -1.8854 -1.1210
C 3.8568 -1.2151 -0.3124
S 4.0694 -0.6229 1.3010
C 2.4355 -0.0801 1.3213
N 1.7757 -0.2759 0.2038
C 2.5553 -0.9849 -0.7351
C 2.1285 -1.4979 -1.9633
C 1.7957 0.4489 2.5398
C 2.5397 0.6122 3.7096
C 1.9078 1.0174 4.8723
C 0.5344 1.2396 4.8567
C -0.1864 1.0692 3.6863
C 0.4112 0.6706 2.4848
H 3.0178 -2.4115 -6.2247
H 4.3995 -2.1243 -5.1533
H 3.0752 -0.9509 -5.2233
H 2.6022 -4.6755 -5.1487
H 2.4276 -4.8049 -3.3894
H 4.0037 -4.4297 -4.1012
H 0.8024 -3.0774 -5.3089
H 0.7516 -1.5710 -4.3966
H 0.4937 -3.1180 -3.5674
H 5.0540 -2.8677 -2.9793
H 5.7919 -2.0508 -0.7889
H 1.0950 -1.3833 -2.2406
H 3.6061 0.4131 3.7202
H 2.4755 1.1431 5.7873
H 0.0263 1.5479 5.7648
H -1.2533 1.2601 3.7105
C -1.4505 3.6260 -1.9086
C -1.2232 2.2632 -1.2993
O -0.1651 2.2873 -0.2479
P -2.8800 1.5085 -0.6893
O -3.8823 2.4982 -0.2519
O -3.4300 0.8815 -2.0319
O -2.5062 0.3518 0.2988
P -0.5022 1.0077 -2.4575
O 1.0373 1.5278 -2.4318
O -0.9808 0.8933 -3.8400
O -0.5827 -0.2235 -1.5303
H -1.6775 4.3516 -1.1283
H -2.2914 3.5869 -2.6027
H -0.5643 3.9471 -2.4596
H 0.6499 2.5517 -0.7009
H -3.7440 3.4603 1.0843
H -2.9100 0.2256 -2.5245
H 1.3999 1.5025 -3.3337
O -5.2150 -6.8250 2.1923
C -5.3255 -5.4825 2.0462
O -6.3972 -4.9662 2.1663
C -4.0694 -4.7230 1.7512
C -2.9269 -5.3032 1.2148
C -1.7919 -4.5436 0.9717
C -1.7687 -3.1820 1.2705
S -0.2450 -2.3155 0.9879
C -2.9264 -2.6038 1.8019
C -4.0611 -3.3642 2.0245
H -4.2898 -7.0846 2.1538
H -2.9088 -6.3524 0.9349
H -0.9088 -5.0028 0.5392
H -2.9426 -1.5549 2.0457
H -4.9610 -2.9135 2.4250
Cl 1.9132 7.9776 3.3257
C 0.7369 6.7648 2.9295
C 1.0993 5.4277 2.9723
C 0.1578 4.4642 2.6485
C -1.1341 4.8351 2.2956
C -1.4817 6.1812 2.2566
C -0.5452 7.1532 2.5734
C -2.0992 3.7727 1.8952
O -3.3282 4.1850 1.6366
O -1.7723 2.6115 1.7595
H 2.1078 5.1465 3.2521
H 0.4179 3.4144 2.6694
H -2.4866 6.4651 1.9738
H -0.8009 8.2052 2.5452
*
```

Its HOMO energy is -8.2157 eV. The calculation puts the strongest force on any atom at 2.38 eV Å⁻¹. The LUMO energy comes out at -0.73 eV.

Atomic partial charges in e from the Mulliken method, atoms 1 to 8:
1 Hf 1.357
2 C -1.563
3 C 1.994
4 C -1.715
5 C -1.949
6 C 0.047
7 C -0.329
8 C -1.524